Record 1
{"formula": "C59H43CdF3GeN3P3Se3Te", "method": "the ωB97M-V functional and the def2-TZVPD basis", "charge": -2, "e_lumo_ev": [2.1, 2.7], "elements": ["Cd", "F", "Ge", "C", "C", "C", "C", "C", "C", "P", "C", "C", "C", "C", "C", "C", "C", "C", "C", "C", "C", "C", "C", "C", "C", "C", "C", "C", "P", "C", "C", "C", "C", "C", "C", "C", "C", "C", "C", "C", "C", "C", "C", "C", "C", "C", "C", "P", "C", "C", "C", "C", "C", "C", "C", "C", "C", "C", "C", "C", "H", "H", "H", "H", "H", "H", "H", "H", "H", "H", "H", "H", "H", "H", "H", "H", "H", "H", "H", "H", "H", "H", "H", "H", "H", "H", "H", "H", "H", "H", "H", "H", "H", "H", "H", "H", "H", "H", "H", "H", "H", "H", "Se", "Se", "Te", "Se", "N", "C", "C", "C", "N", "C", "N", "F", "C", "F", "H"], "positions_angstrom": [[-0.53900, 0.88845, 1.58627], [2.99307, -2.34883, -4.73262], [2.20076, -2.03462, -3.11435], [1.71564, -3.95041, -2.80719], [2.37956, -4.97482, -3.48178], [2.05747, -6.30368, -3.24989], [1.08496, -6.63279, -2.31383], [0.40532, -5.63040, -1.64211], [0.68613, -4.29106, -1.91134], [-0.32613, -2.90660, -1.27870], [-1.92555, -3.25458, -2.11276], [-2.97883, -2.39726, -1.78502], [-4.22154, -2.52250, -2.38441], [-4.42330, -3.50248, -3.34751], [-3.37877, -4.34242, -3.70278], [-2.13473, -4.21740, -3.09643], [-0.65051, -3.43712, 0.45148], [0.46102, -3.44081, 1.29945], [0.33621, -3.80422, 2.63013], [-0.90594, -4.15856, 3.13997], [-2.01695, -4.14256, 2.31083], [-1.89557, -3.78155, 0.97498], [3.84271, -1.48869, -2.16927], [4.91528, -2.30395, -2.70841], [5.89172, -2.81292, -1.93116], [5.94642, -2.42987, -0.48205], [5.16282, 0.00170, -0.64102], [3.98102, -0.45728, -1.19423], [2.63488, -0.72371, 0.09054], [2.49749, 0.82476, 1.05288], [2.83387, 2.07115, 0.52761], [2.68871, 3.21857, 1.29915], [2.20006, 3.13333, 2.59585], [1.84142, 1.89944, 3.11967], [1.97567, 0.75570, 2.34725], [4.06360, -1.60653, 1.02429], [4.59432, -2.58722, 0.17252], [6.39059, -0.88273, -0.42850], [6.98928, -0.67022, 0.94282], [6.21823, -0.75259, 2.04846], [4.78679, -0.88620, 1.97104], [0.58785, -1.25937, -3.99874], [0.07664, -2.11939, -4.97443], [-0.96104, -1.73065, -5.80206], [-1.47632, -0.44676, -5.69527], [-0.98846, 0.41551, -4.73170], [0.01995, 0.01272, -3.84729], [0.66001, 1.14327, -2.53500], [-0.84302, 2.03671, -1.93850], [-2.02221, 1.39545, -1.87591], [-3.31109, 2.00402, -1.54694], [-3.64809, 3.23884, -1.91369], [-1.51396, 4.61219, -1.85539], [-0.62906, 3.41642, -1.34838], [1.42775, 2.35288, -3.70038], [0.77647, 3.46945, -4.22040], [1.44520, 4.34030, -5.07076], [2.76229, 4.09419, -5.43015], [3.40202, 2.95638, -4.95471], [2.74251, 2.09484, -4.09053], [3.16328, -4.71367, -4.18411], [2.57212, -7.08803, -3.79366], [0.84106, -7.67279, -2.12894], [-0.36921, -5.88509, -0.92570], [-2.81191, -1.62293, -1.04541], [-5.02566, -1.85305, -2.10540], [-5.39382, -3.60903, -3.81804], [-3.53058, -5.10240, -4.46092], [-1.32466, -4.87129, -3.39479], [1.43070, -3.14829, 0.91096], [1.20879, -3.79181, 3.27253], [-1.01128, -4.44498, 4.17935], [-2.99337, -4.39631, 2.70544], [-2.77664, -3.76786, 0.34950], [4.86662, -2.58276, -3.75547], [6.71376, -3.37783, -2.36225], [6.72871, -2.98826, 0.03986], [5.08657, 0.81021, 0.07429], [3.22488, 2.13504, -0.48093], [2.96031, 4.18192, 0.88264], [2.08650, 4.03049, 3.19321], [1.47679, 1.82647, 4.13594], [1.72604, -0.21325, 2.76800], [3.91290, -3.26938, -0.32625], [7.15293, -0.75739, -1.19735], [8.05836, -0.49985, 1.03860], [6.65285, -0.52958, 3.02052], [4.23736, -0.31607, 2.70887], [0.50717, -3.10881, -5.08190], [-1.34874, -2.42037, -6.54262], [-2.26022, -0.11684, -6.36811], [-1.38558, 1.42071, -4.67133], [-2.06992, 0.35463, -2.17352], [-4.05248, 1.36495, -1.07866], [-4.63604, 3.63734, -1.71557], [-0.97388, 5.40213, -2.38058], [0.42910, 3.67130, -1.39896], [-0.26310, 3.65850, -3.99255], [0.92798, 5.21292, -5.45379], [3.28803, 4.77749, -6.08667], [4.42240, 2.74106, -5.24779], [3.25727, 1.21542, -3.71471], [-2.02239, 3.65928, 2.61689], [-0.41300, 3.71760, 4.20666], [-0.45163, 1.45366, 5.35328], [0.86024, 0.00232, 3.80985], [-0.99543, 3.05724, 1.16421], [-1.19240, 3.72450, 0.04421], [-1.87694, 4.85254, -0.40768], [-2.71246, 4.12641, -2.68562], [-2.89678, 4.43561, -3.87393], [-2.78643, 5.77175, 0.13932], [-3.58353, 6.52047, 0.52014], [-2.99132, 0.38783, 3.13170], [-2.60935, 0.12271, 1.82582], [-2.76077, -1.26345, 1.70872], [-3.40504, 0.55713, 1.20776]], "lowdin_charge": [1.320, -0.331, 0.936, -0.262, -0.097, -0.094, -0.099, -0.106, -0.400, 1.093, -0.353, -0.123, -0.077, -0.100, -0.093, -0.083, -0.367, -0.124, -0.101, -0.099, -0.096, -0.106, -0.347, -0.160, -0.085, -0.248, -0.124, -0.441, 1.092, -0.395, -0.074, -0.042, -0.123, -0.422, -0.557, -0.341, -0.078, -0.239, -0.072, -0.112, -0.122, -0.292, -0.131, -0.090, -0.078, -0.079, -0.377, 1.090, -0.351, -0.128, -0.126, -0.061, -0.190, -0.207, -0.355, -0.077, -0.080, -0.111, -0.102, -0.103, 0.096, 0.094, 0.094, 0.109, 0.089, 0.104, 0.094, 0.096, 0.097, 0.056, 0.099, 0.094, 0.100, 0.094, 0.081, 0.089, 0.129, 0.074, 0.105, 0.115, 0.070, -0.124, -0.214, 0.094, 0.120, 0.091, 0.089, 0.083, 0.093, 0.096, 0.101, 0.109, 0.076, 0.076, 0.096, 0.121, 0.121, 0.079, 0.101, 0.089, 0.094, 0.087, 0.516, 0.061, 0.463, 0.474, -0.457, -0.426, -0.207, -0.600, 0.010, -0.264, 0.097, -0.158, -0.418, -0.107, 0.060]}

=====

Record 2
{"formula": "C59H44N7OS3Ti", "method": "the ωB97M-V functional and the def2-TZVPD basis", "charge": -1, "e_lumo_ev": [1.4, 1.4], "relative_energy_kj_mol": 0.00, "elements": ["Ti", "C", "C", "C", "C", "C", "C", "C", "C", "C", "C", "C", "C", "C", "C", "C", "C", "C", "C", "C", "N", "C", "C", "C", "C", "C", "C", "C", "C", "C", "C", "C", "C", "N", "C", "C", "C", "C", "C", "N", "C", "C", "C", "C", "C", "C", "C", "C", "N", "H", "H", "H", "H", "H", "H", "H", "H", "H", "H", "H", "H", "H", "H", "H", "H", "H", "H", "H", "H", "H", "H", "H", "H", "H", "H", "H", "H", "C", "S", "C", "S", "N", "N", "C", "C", "C", "C", "C", "C", "N", "H", "H", "H", "H", "H", "H", "H", "H", "C", "S", "O", "C", "C", "C", "C", "C", "C", "H", "H", "H", "H", "H", "H", "H", "H"], "positions_angstrom": [[0.18632, -0.99523, -0.56256], [-0.70185, -2.09240, 7.15944], [-0.29457, -3.18984, 6.41164], [-0.11948, -3.07023, 5.04056], [-0.35208, -1.85674, 4.39471], [-0.75247, -0.76291, 5.15415], [-0.92913, -0.87884, 6.52680], [-0.13822, -1.73660, 2.92204], [1.06392, -1.19147, 2.47818], [2.13437, -0.83381, 3.37900], [3.18431, -0.49536, 2.61263], [2.76388, -0.63084, 1.23662], [3.62921, -0.46527, 0.17749], [5.05120, -0.11676, 0.48437], [6.02686, -1.11027, 0.44248], [7.35118, -0.81350, 0.73165], [7.71453, 0.48447, 1.06491], [6.74658, 1.47811, 1.10699], [5.42085, 1.18081, 0.81921], [3.29932, -0.67609, -1.17061], [2.09863, -1.11008, -1.62633], [2.22579, -1.18699, -2.98891], [1.25996, -1.69192, -3.84848], [1.50537, -1.57696, -5.31594], [1.26265, -0.36354, -5.95392], [1.47728, -0.22884, -7.31809], [1.94286, -1.30660, -8.05916], [2.19278, -2.51748, -7.42905], [1.97527, -2.65127, -6.06420], [0.10187, -2.33633, -3.42548], [-0.80701, -3.01980, -4.29562], [-1.72927, -3.62073, -3.50150], [-1.39463, -3.27186, -2.14971], [-0.28880, -2.48224, -2.11864], [-2.14601, -3.65862, -1.02630], [-1.91115, -3.24517, 0.27014], [-2.67447, -3.72702, 1.40121], [-2.15490, -3.15144, 2.50187], [-1.04504, -2.33855, 2.05879], [-0.94165, -2.36616, 0.70129], [-3.31171, -4.55858, -1.26728], [-4.60986, -4.08373, -1.09416], [-5.70281, -4.90596, -1.32906], [-5.51239, -6.21850, -1.73893], [-4.22313, -6.70243, -1.91122], [-3.13174, -5.87737, -1.67714], [3.53234, -0.75258, -3.39479], [4.20985, -0.45519, -2.25990], [1.44604, -1.03835, 1.18139], [-0.83611, -2.18289, 8.23052], [-0.10836, -4.14007, 6.89766], [0.20275, -3.92322, 4.45442], [-0.91822, 0.19005, 4.66918], [-1.24375, -0.01294, 7.09673], [2.06820, -0.85588, 4.45457], [4.16638, -0.18101, 2.92477], [5.73747, -2.12161, 0.18141], [8.09873, -1.59692, 0.69840], [8.74777, 0.71962, 1.29010], [7.02139, 2.49464, 1.36168], [4.66600, 1.95674, 0.83488], [0.90647, 0.47446, -5.36610], [1.28404, 0.72103, -7.80093], [2.11332, -1.20231, -9.12360], [2.55978, -3.36083, -8.00094], [2.16805, -3.59453, -5.56716], [-0.74119, -3.04020, -5.37196], [-2.57222, -4.22096, -3.80267], [-3.48598, -4.43433, 1.34477], [-2.45852, -3.27768, 3.52827], [-4.75340, -3.05869, -0.77589], [-6.70474, -4.51786, -1.19245], [-6.36441, -6.86168, -1.92163], [-4.06550, -7.72654, -2.22683], [-2.12413, -6.25230, -1.81146], [3.88509, -0.70525, -4.41296], [5.22378, -0.10283, -2.16216], [3.48134, 4.60573, 1.43878], [3.10043, 3.81931, -0.13344], [1.86817, 2.55220, 0.28800], [1.29665, 2.38097, 1.87837], [1.59121, 1.95384, -0.82129], [0.56059, 1.02196, -0.85002], [-0.01648, 1.05348, -2.07006], [-1.25325, 0.42657, -2.24448], [-2.07242, 0.52630, -3.40453], [-3.34464, 0.05206, -3.35551], [-3.82875, -0.53159, -2.15653], [-2.96849, -0.68686, -1.10629], [-1.68105, -0.28390, -1.14977], [4.44028, 5.11108, 1.30967], [2.72279, 5.33172, 1.72558], [3.55614, 3.85356, 2.22194], [0.44556, 1.66936, -2.83337], [-1.67857, 1.01771, -4.28608], [-3.99535, 0.14504, -4.21680], [-4.85512, -0.86105, -2.06894], [-3.27812, -1.12314, -0.17002], [-2.05434, 2.66179, 0.88734], [-1.89238, 1.20318, 1.92312], [-3.05344, 0.31740, 1.58916], [-2.39196, 1.94436, 3.48722], [-1.56262, 2.86471, 4.12230], [-1.90974, 3.33188, 5.38087], [-3.07144, 2.87881, 5.99769], [-3.88690, 1.95914, 5.35385], [-3.54706, 1.48297, 4.09329], [-3.10059, 2.96734, 0.89641], [-1.73612, 2.34667, -0.10664], [-1.38095, 3.43640, 1.25039], [-0.64791, 3.19163, 3.63698], [-1.26787, 4.04414, 5.88474], [-3.33709, 3.24091, 6.98365], [-4.78766, 1.60108, 5.83779], [-4.14510, 0.74800, 3.56851]], "lowdin_charge": [1.047, -0.102, -0.089, -0.038, -0.203, -0.008, -0.072, -0.084, -0.238, 0.001, -0.003, -0.239, -0.064, -0.207, -0.034, -0.092, -0.104, -0.074, -0.020, -0.228, 0.062, -0.236, -0.072, -0.208, -0.019, -0.081, -0.102, -0.088, -0.035, -0.240, 0.005, 0.003, -0.232, 0.067, -0.083, -0.239, 0.011, 0.017, -0.232, 0.062, -0.204, -0.030, -0.080, -0.103, -0.088, -0.035, 0.012, 0.013, 0.056, 0.094, 0.096, 0.123, 0.100, 0.100, 0.116, 0.117, 0.121, 0.095, 0.093, 0.101, 0.065, 0.115, 0.099, 0.095, 0.097, 0.123, 0.110, 0.109, 0.112, 0.113, 0.110, 0.099, 0.094, 0.097, 0.122, 0.111, 0.113, -0.486, 0.770, -1.120, 0.568, -0.114, -0.144, -0.149, -0.312, -0.038, -0.087, -0.073, -0.152, -0.023, 0.018, 0.019, -0.013, 0.122, 0.104, 0.097, 0.091, 0.091, -0.233, 0.874, -0.533, -0.392, -0.096, -0.085, -0.104, -0.087, -0.078, 0.063, 0.035, 0.031, 0.054, 0.101, 0.094, 0.098, 0.102]}

=====

Among the records above, which one has the highest charge? C59H44N7OS3Ti